Entry from the OMol25 dataset: C24H48AsF6O24 as an isolated structure in a non-equilibrium geometry (wB97M-V/def2-TZVPD).

For the LUMO energy, the calculation gives 2.281 eV. The relative energy (zero: lowest compared OMol25 entry of this formula, charge and spin) comes out at 0.0 kJ/mol. The strongest force on any atom is 3.172 eV/A. The value obtained for the HOMO energy is -7.83 eV.

The geometry in ORCA input format:
```
! wB97M-V def2-TZVPD RIJCOSX def2/J DEFGRID3
* xyz -1 1
As 0.8878 -0.0131 -0.8898
F 2.0266 -1.3437 -0.8137
F 0.8529 -0.1288 -2.6532
F -0.1091 1.4310 -1.0263
F 0.7734 0.0898 0.8559
F 2.2135 1.1498 -0.9787
F -0.5587 -0.9923 -0.9295
C 0.0546 2.9313 2.0013
O 1.3880 3.3787 2.2050
C 2.0425 3.9723 1.1732
O 1.6349 4.0531 0.0665
O 3.2468 4.3820 1.5737
C 3.6380 4.2397 2.9218
H -0.6256 3.7740 2.1440
H -0.1568 2.0582 2.6078
H -0.1209 2.6757 0.9538
H 3.7547 3.2275 3.3068
H 2.9528 4.7778 3.5795
H 4.5998 4.7357 3.0534
C -0.3549 -6.5783 -4.5795
O -0.0402 -5.2370 -4.9227
C 0.1109 -4.2776 -3.9866
O 0.0766 -3.1397 -4.3470
O 0.3097 -4.7667 -2.7870
C 0.3723 -3.8684 -1.6731
H 0.4109 -7.2279 -5.0016
H -1.3490 -6.8680 -4.9130
H -0.3046 -6.7403 -3.5021
H -0.0949 -2.9195 -1.9147
H 1.4218 -3.7524 -1.4041
H -0.0931 -4.2824 -0.7797
C -6.8575 -1.2272 -1.1417
O -5.9175 -0.4948 -0.4145
C -4.9509 -1.1693 0.2195
O -4.8298 -2.3563 0.1878
O -4.2152 -0.2720 0.8605
C -3.1510 -0.8267 1.6003
H -7.8174 -0.7227 -1.1469
H -6.9735 -2.2641 -0.8017
H -6.5132 -1.4699 -2.1548
H -2.4080 -1.4128 1.0551
H -3.4714 -1.6182 2.2910
H -2.6539 -0.1133 2.2495
C 3.5800 0.2778 2.0881
O 4.3031 -0.5186 1.1640
C 5.0917 -1.4819 1.5872
O 5.2241 -1.8574 2.7259
O 5.6236 -2.0476 0.5021
C 6.5963 -3.0585 0.6826
H 3.0449 -0.3505 2.8003
H 2.8569 0.8725 1.5409
H 4.2044 0.9636 2.6641
H 7.5766 -2.6959 0.9931
H 6.7265 -3.4885 -0.3092
H 6.2741 -3.8513 1.3558
C -5.1924 6.7176 1.7841
O -4.1573 5.8470 1.3775
C -4.3750 4.5477 1.5367
O -5.3725 4.0917 2.0384
O -3.3538 3.8783 1.0684
C -3.4561 2.4703 0.9012
H -6.1616 6.4050 1.4013
H -4.8908 7.7065 1.4452
H -5.3051 6.8297 2.8659
H -2.4789 2.0775 0.6242
H -4.1064 2.1219 0.0988
H -3.8243 2.1081 1.8613
C -2.9784 1.1251 -2.7746
O -3.7341 -0.1017 -2.8411
C -3.1885 -1.1675 -3.3847
O -2.1216 -1.2121 -3.9249
O -4.0691 -2.1610 -3.2947
C -3.8499 -3.3771 -3.9856
H -2.6164 1.2978 -3.7893
H -2.1245 0.9571 -2.1233
H -3.6437 1.9370 -2.5050
H -4.7874 -3.6676 -4.4543
H -3.4040 -4.1432 -3.3537
H -3.1366 -3.1308 -4.7823
C -1.6235 -4.6470 4.6473
O -1.0754 -5.2767 3.5117
C -0.4386 -4.5598 2.5687
O -0.1890 -5.0660 1.5117
O -0.2546 -3.3015 2.9367
C 0.3216 -2.3642 2.0266
H -2.1499 -5.4183 5.2101
H -2.3646 -3.8938 4.3707
H -0.8459 -4.2288 5.2894
H 1.4095 -2.4298 1.9796
H 0.1228 -1.4017 2.4879
H -0.1439 -2.4530 1.0480
C 5.4005 2.0950 -0.0622
O 6.1099 3.3276 -0.2629
C 5.6599 4.2588 -1.0807
O 4.6114 4.2620 -1.6548
O 6.6250 5.1955 -1.1638
C 6.3309 6.2327 -2.0885
H 5.6074 1.4431 -0.9061
H 4.3421 2.3093 0.0693
H 5.7847 1.6690 0.8599
H 6.0137 5.8477 -3.0581
H 7.2315 6.8144 -2.2707
H 5.5393 6.8716 -1.6985
*
```